ORCA calculation (the ωB97M-V functional and the def2-TZVPD basis) on C18H34N4O4S in the gas phase at a distorted geometry.

Each line ends with the Löwdin charge.
Geometry (Å):
C -5.796 -2.013 -1.051  -0.07
H -5.361 -1.882 -2.039  0.08
H -6.798 -1.590 -1.058  0.08
H -5.874 -3.079 -0.847  0.08
C -4.932 -1.327 0.001  -0.39
C -3.522 -1.921 0.029  -0.15
C -2.670 -1.209 1.078  -0.19
N -2.613 0.222 0.847  -0.23
S -1.552 0.715 -0.337  0.64
O -2.152 0.820 -1.634  -0.26
O -0.383 -0.112 -0.227  -0.28
N -1.312 2.274 0.212  -0.23
C -0.574 2.354 1.456  -0.18
C 0.927 2.135 1.261  -0.13
H 1.079 1.097 0.967  0.08
H 1.447 2.313 2.205  0.13
C 1.481 3.072 0.179  -0.22
C 2.956 2.739 -0.061  -0.48
O 3.856 3.496 0.240  0.06
N 3.149 1.540 -0.642  0.07
H 2.377 0.889 -0.723  0.12
C 4.428 0.881 -0.723  -0.15
H 5.193 1.563 -0.347  0.12
C 4.368 -0.409 0.118  -0.16
N 3.119 -1.087 -0.180  -0.19
C 3.156 -2.003 -1.307  -0.15
C 3.718 -3.377 -0.916  -0.19
O 2.992 -3.940 0.156  -0.13
C 3.001 -3.085 1.280  -0.19
C 2.424 -1.707 0.932  -0.16
H 2.472 -1.051 1.804  0.12
H 1.376 -1.812 0.632  0.11
H 2.399 -3.581 2.042  0.12
H 4.033 -2.973 1.652  0.12
H 3.633 -4.082 -1.744  0.12
H 4.780 -3.284 -0.634  0.12
H 3.752 -1.569 -2.110  0.12
H 2.126 -2.127 -1.655  0.13
H 4.369 -0.133 1.174  0.13
H 5.260 -1.018 -0.079  0.12
H 4.645 0.643 -1.770  0.11
C 0.649 2.963 -1.104  -0.12
C -0.828 3.201 -0.794  -0.19
H -0.990 4.215 -0.415  0.13
H -1.439 3.045 -1.683  0.11
H 0.738 1.964 -1.534  0.11
H 0.998 3.691 -1.837  0.13
H 1.440 4.105 0.542  0.15
H -0.767 3.341 1.887  0.13
H -0.990 1.589 2.114  0.12
C -3.918 0.848 0.756  -0.19
C -4.824 0.175 -0.274  -0.15
H -5.811 0.639 -0.245  0.12
H -4.394 0.329 -1.265  0.11
H -3.740 1.892 0.494  0.12
H -4.372 0.802 1.752  0.13
H -1.641 -1.569 1.056  0.11
H -3.084 -1.365 2.080  0.13
H -3.053 -1.787 -0.948  0.12
H -3.561 -2.989 0.253  0.12
H -5.391 -1.473 0.987  0.14

Kohn-Sham gap: 9.0 eV
Molar mass: 402.6 g/mol
Structure (SMILES): CC1CCN(S(=O)(=O)N2CCC(C(=O)NCCN3CCOCC3)CC2)CC1
Energy above the lowest of the compared OMol25 structures with the same formula, charge and spin: 31.90 kJ/mol
HOMO: -0.3048 Eh
Charge: 0

ORCA calculation (the ωB97M-V functional and the def2-TZVPD basis) on a molecular structure, C18H34N4O6SeSiW at a distorted geometry.

Each line ends with the Löwdin charge.
Geometry (Å):
W -0.314 -0.363 0.405  1.70
O -2.454 -0.640 1.567  -0.13
C -2.363 -0.831 2.997  -0.13
C -1.488 0.245 3.623  -0.11
N -0.117 0.214 3.072  -0.20
C 0.704 -0.829 3.673  -0.03
C 0.625 -2.064 2.769  -0.50
O 0.971 -3.160 3.051  0.20
O 0.132 -1.726 1.560  -0.28
C 0.439 1.564 3.001  -0.05
C -0.137 2.210 1.730  -0.57
O 0.076 3.323 1.382  0.19
O -0.907 1.336 1.039  -0.28
H -3.072 0.079 1.392  0.13
H -1.950 -1.827 3.143  0.13
H -3.360 -0.806 3.435  0.15
H -1.478 0.120 4.709  0.15
H -1.929 1.218 3.404  0.14
H 0.395 -1.101 4.682  0.15
H 1.749 -0.520 3.715  0.15
H 1.525 1.541 2.918  0.14
H 0.185 2.185 3.863  0.16
N -1.556 -2.510 -0.168  -0.03
C -0.602 -3.525 -0.676  -0.20
C 0.366 -2.865 -1.659  -0.19
C 1.750 -3.523 -1.729  -0.17
C 2.617 -3.423 -0.483  -0.25
N 2.833 -2.010 -0.129  -0.05
H -2.126 -2.931 0.559  0.12
H -2.191 -2.261 -0.919  0.10
H -1.134 -4.342 -1.166  0.14
H -0.072 -3.944 0.177  0.11
H 0.418 -1.785 -1.367  0.03
H -0.056 -2.885 -2.664  0.12
H 2.301 -3.084 -2.564  0.12
H 1.602 -4.579 -1.961  0.13
H 3.575 -3.905 -0.693  0.12
H 2.177 -3.942 0.368  0.11
H 3.461 -1.612 -0.824  0.07
H 3.368 -1.990 0.736  0.08
C -0.795 0.153 -3.689  -0.14
Si -1.964 0.765 -2.350  0.44
C -1.801 2.587 -1.919  -0.13
C -3.748 0.264 -2.601  -0.14
O -1.404 -0.095 -0.984  -0.51
H -0.817 0.814 -4.559  0.05
H -1.090 -0.837 -4.041  0.04
H 0.238 0.103 -3.339  0.02
H -1.431 3.167 -2.766  0.05
H -1.129 2.761 -1.078  0.01
H -2.774 3.006 -1.656  0.05
H -4.094 0.657 -3.560  0.05
H -4.399 0.684 -1.832  0.04
H -3.900 -0.817 -2.625  0.04
Se 1.584 0.795 -0.450  0.91
C 1.997 2.788 -0.688  -0.45
C 1.567 3.442 -1.812  -0.09
C 1.955 4.781 -1.916  -0.09
N 2.684 5.396 -1.000  0.10
C 3.095 4.716 0.058  -0.09
C 2.780 3.374 0.273  -0.10
H 0.975 2.974 -2.585  0.10
H 1.654 5.365 -2.778  0.13
H 3.701 5.249 0.783  0.13
H 3.156 2.858 1.145  0.11

Kohn-Sham gap: 5.9 eV
Molar mass: 693.4 g/mol
Energy above the lowest of the compared OMol25 structures with the same formula, charge and spin: 243.00 kJ/mol
HOMO: -0.5437 Eh
Charge: +2

ORCA calculation (the ωB97M-V functional and the def2-TZVPD basis) on 3 unconnected molecules or ions with the total composition C18H35BN3O6 at a distorted geometry.

Each line ends with the Löwdin charge.
Geometry (Å):
C 1.135 -1.051 -0.750  -0.04
B 0.419 -0.017 -1.825  -0.51
O -0.689 -0.523 -2.610  0.05
N 0.974 1.367 -1.870  0.09
C 0.001 2.379 -2.380  -0.22
C -1.005 2.965 -1.278  -0.13
O -0.799 2.478 0.071  -0.14
C 0.318 3.074 0.712  -0.18
C 0.838 4.515 0.529  0.01
C 2.098 4.944 1.316  -0.06
C 2.886 4.033 2.297  -0.10
C 2.347 2.597 2.506  -0.09
C 1.095 2.154 1.722  -0.03
C 0.866 3.636 -2.946  -0.57
O 0.312 4.389 -3.824  -0.12
O 2.131 3.937 -2.488  -0.19
H 1.685 -1.919 -1.263  0.03
H 1.916 -0.453 -0.157  0.06
H 0.332 -1.384 0.001  0.07
H -1.306 -0.907 -1.936  0.10
H 1.798 1.330 -2.507  0.13
H -0.539 1.951 -3.308  0.14
H -1.032 4.107 -1.376  0.12
H -2.064 2.612 -1.584  0.14
H 0.319 5.209 -0.201  0.10
H 2.511 6.006 1.175  0.09
H 3.813 4.342 2.878  0.07
H 2.848 1.820 3.190  0.08
H 0.729 1.077 1.875  0.09
C 1.404 -5.689 -2.921  -0.07
C 2.575 -4.767 -2.594  -0.43
C 3.949 -5.370 -2.955  -0.20
O 4.424 -6.341 -2.027  -0.19
C 3.927 -7.651 -2.240  -0.11
N 2.504 -4.392 -1.177  0.04
H 1.321 -6.526 -2.225  0.06
H 0.461 -5.137 -2.870  0.08
H 1.495 -6.094 -3.933  0.08
H 2.448 -3.860 -3.195  0.14
H 4.686 -4.560 -2.934  0.12
H 3.958 -5.770 -3.976  0.12
H 3.803 -7.876 -3.303  0.09
H 2.984 -7.788 -1.708  0.07
H 4.647 -8.357 -1.820  0.08
H 3.237 -3.711 -0.984  0.07
H 2.786 -5.208 -0.633  0.07
C -5.449 0.825 2.880  -0.08
C -5.480 2.191 3.557  -0.43
C -4.444 3.182 2.987  -0.21
O -3.115 2.962 3.442  -0.18
C -2.398 1.978 2.710  -0.10
N -5.315 2.009 5.005  0.03
H -4.583 0.230 3.175  0.06
H -6.339 0.248 3.149  0.07
H -5.438 0.928 1.791  0.08
H -6.474 2.617 3.377  0.13
H -4.711 4.185 3.339  0.12
H -4.481 3.220 1.892  0.12
H -2.654 1.987 1.648  0.09
H -2.574 0.988 3.138  0.08
H -1.333 2.194 2.809  0.07
H -5.420 2.914 5.461  0.07
H -4.336 1.771 5.170  0.07

Kohn-Sham gap: 6.4 eV
Molar mass: 400.3 g/mol
Energy above the lowest of the compared OMol25 structures with the same formula, charge and spin: 273.60 kJ/mol
HOMO: -0.1536 Eh
Charge: -1

ORCA calculation (the ωB97M-V functional and the def2-TZVPD basis) on a molecular structure, C18H35BaF5NO8Te.

Each line ends with the Löwdin charge.
Geometry (Å):
Ba 0.071 -0.038 -0.729  2.11
C 2.905 2.316 -1.355  -0.17
C 2.926 2.338 0.155  -0.16
O 1.640 1.937 0.611  -0.27
C 1.279 2.413 1.901  -0.16
C -0.216 2.306 2.030  -0.17
O -0.582 0.933 1.903  -0.25
C -1.993 0.733 2.031  -0.18
C -2.219 -0.734 2.258  -0.17
O -1.787 -1.451 1.102  -0.22
C -1.461 -2.808 1.382  -0.16
C -0.010 -2.934 1.777  -0.18
O 0.755 -2.578 0.641  -0.23
C 2.158 -2.575 0.862  -0.18
C 2.842 -2.646 -0.485  -0.16
O 2.272 -1.638 -1.308  -0.29
C 3.052 -1.193 -2.416  -0.16
C 3.620 0.167 -2.098  -0.17
O 2.520 1.030 -1.839  -0.24
H 3.884 2.597 -1.751  0.14
H 2.161 3.020 -1.722  0.12
H 3.146 3.357 0.489  0.14
H 3.694 1.672 0.565  0.14
H 1.569 3.462 2.014  0.14
H 1.782 1.825 2.678  0.14
H -0.706 2.901 1.254  0.12
H -0.529 2.689 3.007  0.14
H -2.501 1.076 1.123  0.11
H -2.377 1.299 2.884  0.14
H -3.279 -0.932 2.440  0.14
H -1.644 -1.054 3.132  0.13
H -1.642 -3.376 0.469  0.14
H -2.104 -3.204 2.172  0.14
H 0.216 -3.962 2.079  0.14
H 0.226 -2.266 2.614  0.14
H 2.462 -3.432 1.472  0.14
H 2.448 -1.660 1.395  0.14
H 2.686 -3.626 -0.944  0.14
H 3.917 -2.485 -0.351  0.14
H 2.379 -1.128 -3.273  0.13
H 3.849 -1.903 -2.647  0.14
H 4.206 0.545 -2.942  0.14
H 4.274 0.108 -1.219  0.14
F -2.394 3.697 -0.285  -0.36
Te -2.020 2.882 -1.920  1.75
F -1.528 2.377 -3.663  -0.37
F -0.160 2.851 -1.482  -0.43
F -1.681 4.598 -2.511  -0.33
F -3.764 3.113 -2.494  -0.35
O -2.172 1.209 -1.302  -0.76
O -0.384 -0.965 -3.121  -0.20
C -1.287 -1.160 -3.959  -0.48
C -2.086 -2.438 -3.984  -0.08
C -3.576 -2.233 -3.597  -0.16
C -4.062 -0.783 -3.614  -0.19
C -4.058 -0.121 -4.992  -0.16
C -2.746 -0.334 -5.753  -0.15
N -1.578 -0.250 -4.884  0.10
H -1.599 -3.134 -3.304  0.12
H -2.008 -2.862 -4.987  0.12
H -3.726 -2.627 -2.590  0.11
H -4.199 -2.841 -4.257  0.12
H -3.456 -0.190 -2.924  0.08
H -5.077 -0.750 -3.215  0.12
H -4.241 0.949 -4.868  0.11
H -4.872 -0.512 -5.606  0.12
H -2.625 0.411 -6.536  0.13
H -2.741 -1.307 -6.246  0.12
H -1.132 0.649 -4.763  0.13

Kohn-Sham gap: 10.0 eV
Molar mass: 753.4 g/mol
Energy above the lowest of the compared OMol25 structures with the same formula, charge and spin: 0.00 kJ/mol
HOMO: -0.4520 Eh
Charge: +1